# 1
12
Properties=species:S:1:pos:R:3:forces:R:3:lowdin_charge:R:1 method="wB97M-V/def2-TZVPD" lumo_ev="-6.963 / -6.959" de_lowest_kcal_mol=151.61 energy_ev=-6758.60323 charge=+1
C -0.180 1.367 -0.062 -1.412 4.773 0.715 -0.1446
C 0.666 0.830 0.811 -1.026 1.397 -1.201 0.0149
C 1.502 0.162 1.369 -0.381 -2.282 4.010 0.1735
C -0.818 -0.489 -1.362 1.208 0.399 -0.779 -0.1278
C -1.255 -1.324 -0.373 1.356 1.662 -0.563 0.1618
N -0.497 0.783 -1.105 -2.343 -1.894 -4.603 0.1275
H -0.561 2.429 -0.121 1.062 -0.770 1.071 0.1812
H 0.726 -0.196 2.163 0.691 -0.089 -0.479 0.1926
H 2.414 -0.089 1.751 2.667 -0.372 0.028 0.0936
H -0.660 -0.811 -2.467 -0.516 0.456 2.184 0.1733
H -1.351 -1.099 0.688 -0.401 -0.062 -0.509 0.0999
H -1.118 -2.234 -0.819 -0.907 -3.218 0.127 0.0542

# 2
12
Properties=species:S:1:pos:R:3:forces:R:3:lowdin_charge:R:1 method="wB97M-V/def2-TZVPD" lumo_ev=-5.755 de_lowest_kcal_mol=189.69 energy_ev=-6756.95180 charge=+1
C 0.699 -0.873 -0.884 0.017 0.390 -2.501 -0.1125
C 0.754 -0.802 0.620 2.642 0.161 2.329 0.0772
C -0.221 -1.904 -0.443 0.864 3.735 -0.894 0.1168
C -0.718 -0.962 0.496 -3.694 -0.897 0.111 -0.1739
C -0.078 2.158 0.373 -1.916 -3.066 -0.148 0.3432
N -0.127 0.142 -0.231 -0.440 2.337 0.775 0.0218
H 1.486 -0.649 -1.649 -0.899 -0.578 1.034 0.1844
H -0.203 -2.898 -0.653 0.141 -2.860 0.275 0.1242
H -1.564 -1.012 1.212 1.058 0.399 -0.441 0.1817
H 0.924 2.249 0.210 2.890 0.269 -0.025 0.0174
H -0.600 2.592 -0.514 -0.460 -0.525 1.439 0.0996
H -0.353 1.959 1.463 -0.204 0.634 -1.952 0.1202

# 3
12
Properties=species:S:1:pos:R:3:forces:R:3:lowdin_charge:R:1 method="wB97M-V/def2-TZVPD" lumo_ev=-6.542 de_lowest_kcal_mol=202.08 energy_ev=-6756.41433 charge=+1
C -0.571 1.314 -0.340 -0.406 -1.106 0.129 -0.2998
C -1.036 2.436 -0.837 0.166 0.053 -0.208 0.3731
C -1.078 -0.685 0.389 -1.640 -2.378 1.650 -0.0213
C -0.714 0.629 0.977 0.948 -0.764 -3.039 0.1277
C 1.412 -0.439 -0.561 -1.326 -0.956 2.244 0.0749
N -0.049 -0.050 -0.449 -1.446 0.640 0.613 -0.0420
H -0.988 -1.749 0.874 0.930 2.329 -0.722 0.1923
H -2.100 -0.654 0.059 -0.147 0.084 -1.134 0.1274
H 0.135 0.796 1.528 1.452 0.326 2.391 0.1165
H 1.523 -1.511 -0.876 -0.442 1.196 0.000 0.1302
H 1.714 0.279 -1.277 1.306 0.403 -0.380 0.0960
H 1.752 -0.365 0.513 0.605 0.172 -1.545 0.1251